Density functional theory data (ωB97M-V with the def2-TZVPD basis set) for a 16-piece molecular cluster, C78H182N6O16 overall.

```
282
Properties=species:S:1:pos:R:3:lowdin_charge:R:1
O -3.33 -9.71 -1.64 -0.032
H -2.57 -9.70 -2.23 0.012
H -3.98 -9.16 -2.08 0.066
O -2.10 -8.54 0.64 -0.037
H -1.14 -8.55 0.56 0.022
H -2.41 -9.01 -0.13 -0.003
C 3.83 -9.42 1.79 -0.027
C 3.09 -9.98 0.56 -0.424
C 4.02 -11.16 -0.03 -0.095
C 3.32 -11.91 -1.17 -0.177
C 2.02 -12.45 -0.56 -0.136
C 1.02 -11.34 -0.05 -0.410
N 1.75 -10.48 0.92 -0.166
O 0.96 -9.67 1.57 0.004
C 0.41 -10.62 -1.31 -0.008
C -0.13 -12.09 0.65 -0.030
C 2.98 -8.76 -0.38 -0.024
H 3.14 -8.78 2.33 0.073
H 4.81 -9.01 1.56 0.066
H 4.06 -10.23 2.48 0.071
H 4.96 -10.76 -0.42 0.100
H 4.28 -11.80 0.82 0.110
H 3.88 -12.77 -1.53 0.113
H 3.02 -11.26 -1.99 0.092
H 2.30 -13.14 0.23 0.103
H 1.56 -13.00 -1.38 0.089
H -0.66 -10.77 -1.19 0.058
H 0.37 -9.53 -1.39 0.041
H 0.75 -10.93 -2.30 0.071
H -0.49 -12.89 -0.01 0.084
H 0.30 -12.63 1.49 0.071
H -0.79 -11.32 1.04 0.081
H 2.37 -8.77 -1.28 0.062
H 3.96 -8.69 -0.87 0.059
H 2.76 -7.82 0.12 0.075
H 0.87 -10.17 2.38 0.074
C 3.36 -3.41 1.43 -0.062
C 1.90 -3.21 1.67 -0.452
C 1.51 -1.84 0.97 -0.142
C 1.30 -2.00 -0.54 -0.175
C 0.19 -3.06 -0.76 -0.150
C 0.44 -4.44 -0.10 -0.478
N 0.87 -4.21 1.28 -0.102
O 0.96 -5.43 1.93 -0.007
C -0.95 -5.15 -0.16 -0.022
C 1.46 -5.19 -0.99 -0.012
C 1.79 -2.87 3.22 -0.029
H 4.00 -2.64 1.86 0.091
H 3.70 -3.52 0.40 0.067
H 3.66 -4.36 1.87 0.067
H 0.65 -1.41 1.48 0.116
H 2.31 -1.10 1.06 0.112
H 2.24 -2.29 -1.00 0.104
H 0.99 -1.08 -1.04 0.109
H 0.16 -3.05 -1.85 0.110
H -0.77 -2.66 -0.43 0.116
H -0.91 -6.21 0.07 0.052
H -1.63 -4.67 0.54 0.092
H -1.39 -5.10 -1.16 0.084
H 1.27 -6.24 -0.76 0.057
H 1.24 -5.02 -2.04 0.077
H 2.50 -4.90 -0.83 0.069
H 2.41 -3.54 3.82 0.054
H 0.77 -2.81 3.59 0.085
H 2.35 -1.96 3.47 0.081
H 0.07 -5.51 2.29 0.098
C 1.01 -6.24 8.49 -0.035
C 0.81 -5.74 7.09 -0.466
C 2.15 -5.26 6.45 -0.105
C 2.96 -6.52 6.00 -0.185
C 2.15 -7.39 5.13 -0.123
C 0.71 -7.87 5.68 -0.420
N 0.03 -6.66 6.25 -0.154
O -1.25 -6.78 6.58 0.017
C -0.06 -8.43 4.46 -0.018
C 0.85 -9.03 6.66 -0.030
C 0.03 -4.32 7.10 -0.023
H 1.23 -5.49 9.25 0.090
H 1.79 -7.00 8.52 0.065
H 0.10 -6.73 8.86 0.082
H 1.98 -4.54 5.65 0.086
H 2.75 -4.75 7.20 0.117
H 3.23 -7.13 6.86 0.081
H 3.88 -6.16 5.53 0.106
H 2.83 -8.23 4.96 0.102
H 1.98 -7.05 4.11 0.104
H 0.29 -9.36 4.01 0.046
H -1.08 -8.76 4.68 0.074
H -0.07 -7.75 3.60 0.080
H -0.08 -9.42 7.07 0.086
H 1.38 -9.77 6.06 0.075
H 1.47 -8.68 7.48 0.060
H -0.99 -4.37 7.49 0.069
H -0.14 -3.86 6.13 0.072
H 0.63 -3.71 7.77 0.075
H -1.26 -7.32 7.38 0.088
C 6.17 -8.97 -6.98 -0.045
C 5.60 -8.51 -5.58 -0.419
C 5.86 -9.73 -4.64 -0.136
C 5.78 -9.34 -3.18 -0.202
C 6.72 -8.21 -2.80 -0.143
C 6.45 -6.94 -3.66 -0.424
N 6.34 -7.31 -5.11 -0.146
O 6.14 -6.24 -5.91 -0.011
C 5.14 -6.27 -3.02 -0.005
C 7.73 -6.09 -3.49 -0.034
C 4.02 -8.23 -5.76 -0.014
H 7.24 -9.16 -6.97 0.080
H 6.09 -8.14 -7.67 0.064
H 5.58 -9.66 -7.58 0.081
H 5.08 -10.48 -4.78 0.115
H 6.85 -10.13 -4.85 0.118
H 6.01 -10.26 -2.64 0.110
H 4.75 -9.06 -2.96 0.087
H 7.74 -8.47 -2.55 0.121
H 6.47 -8.04 -1.75 0.081
H 4.77 -5.46 -3.65 0.075
H 4.33 -6.98 -2.85 0.053
H 5.40 -5.83 -2.06 0.063
H 8.60 -6.60 -3.91 0.086
H 7.66 -5.11 -3.97 0.076
H 7.87 -5.92 -2.42 0.070
H 3.44 -7.96 -4.88 0.053
H 3.61 -9.19 -6.06 0.057
H 3.69 -7.39 -6.37 0.074
H 6.99 -6.08 -6.31 0.110
C -4.32 -15.44 2.08 -0.042
C -4.22 -13.93 2.38 -0.438
C -5.13 -13.26 1.34 -0.156
C -6.61 -13.40 1.68 -0.180
C -6.80 -12.82 3.08 -0.141
C -6.06 -13.53 4.29 -0.419
N -4.62 -13.64 3.80 -0.115
O -3.77 -14.23 4.70 -0.015
C -6.22 -12.51 5.45 -0.033
C -6.70 -14.94 4.66 -0.012
C -2.74 -13.51 2.07 -0.026
H -3.94 -16.03 2.92 0.080
H -3.64 -15.76 1.30 0.063
H -5.30 -15.91 1.98 0.069
H -4.88 -12.20 1.36 0.109
H -5.03 -13.60 0.30 0.113
H -6.83 -14.46 1.71 0.093
H -7.26 -13.02 0.89 0.116
H -7.87 -12.78 3.27 0.115
H -6.50 -11.78 2.97 0.095
H -7.17 -12.63 5.97 0.080
H -5.47 -12.70 6.21 0.075
H -6.17 -11.47 5.12 0.058
H -6.18 -15.28 5.56 0.077
H -7.75 -14.76 4.92 0.072
H -6.71 -15.65 3.84 0.064
H -2.52 -13.63 1.01 0.073
H -1.99 -13.98 2.70 0.070
H -2.59 -12.45 2.31 0.054
H -3.23 -13.50 5.02 0.091
C 10.55 -5.17 3.31 -0.042
C 9.05 -4.82 3.19 -0.443
C 8.94 -3.51 2.31 -0.142
C 7.59 -3.32 1.71 -0.193
C 7.09 -4.58 0.89 -0.063
C 7.07 -5.88 1.88 -0.425
N 8.36 -6.00 2.55 -0.135
O 8.54 -7.22 3.20 -0.008
C 5.91 -5.90 2.92 -0.022
C 6.94 -7.18 0.98 -0.039
C 8.48 -4.51 4.62 -0.030
H 10.71 -5.78 4.20 0.075
H 11.12 -4.25 3.44 0.081
H 10.95 -5.70 2.44 0.090
H 9.08 -2.61 2.91 0.116
H 9.77 -3.54 1.61 0.117
H 7.57 -2.46 1.04 0.104
H 6.82 -2.95 2.39 0.098
H 7.80 -4.76 0.07 0.102
H 6.10 -4.45 0.44 0.091
H 4.95 -6.20 2.50 0.077
H 6.19 -6.41 3.84 0.044
H 5.83 -4.85 3.22 0.058
H 7.86 -7.40 0.43 0.082
H 6.75 -8.11 1.51 0.057
H 6.14 -7.12 0.24 0.057
H 7.40 -4.39 4.75 0.067
H 9.00 -3.66 5.05 0.083
H 8.68 -5.34 5.29 0.069
H 8.02 -7.18 4.01 0.044
C 5.09 -9.64 7.09 -0.036
C 5.64 -10.04 5.68 -0.453
C 6.60 -9.01 5.06 -0.048
O 6.33 -11.26 5.90 -0.056
H 4.72 -8.62 7.20 0.053
H 5.85 -9.79 7.85 0.081
H 4.17 -10.19 7.29 0.074
H 4.85 -10.30 4.98 0.118
H 6.05 -8.11 4.78 0.049
H 7.01 -9.49 4.18 0.087
H 7.42 -8.70 5.71 0.089
H 6.56 -11.29 6.83 0.072
C -1.02 -16.42 -0.63 -0.057
C -0.24 -15.85 -1.82 -0.474
C 1.24 -16.14 -1.62 -0.051
O -0.77 -16.45 -3.00 -0.062
H -0.85 -17.49 -0.49 0.083
H -2.11 -16.40 -0.58 0.067
H -0.73 -15.91 0.29 0.068
H -0.46 -14.80 -2.03 0.113
H 1.87 -15.70 -2.40 0.073
H 1.49 -17.19 -1.47 0.090
H 1.65 -15.51 -0.84 0.047
H -1.08 -17.35 -2.88 0.084
C -3.75 -9.88 3.31 -0.048
C -4.47 -8.53 3.19 -0.433
C -5.05 -8.09 4.59 -0.048
O -3.61 -7.40 2.87 -0.078
H -3.09 -9.84 4.18 0.069
H -3.11 -10.12 2.47 0.054
H -4.55 -10.61 3.44 0.051
H -5.33 -8.51 2.52 0.126
H -5.65 -7.19 4.51 0.073
H -4.23 -7.93 5.29 0.073
H -5.73 -8.91 4.85 0.059
H -3.10 -7.67 2.09 0.021
C -0.07 -12.41 4.54 -0.049
C 0.63 -13.74 4.36 -0.443
C 2.14 -13.76 4.73 -0.046
O 0.03 -14.61 5.35 -0.062
H 0.11 -12.09 5.56 0.083
H -1.13 -12.45 4.29 0.064
H 0.29 -11.67 3.83 0.055
H 0.47 -14.10 3.35 0.114
H 2.28 -13.50 5.78 0.078
H 2.82 -13.08 4.21 0.069
H 2.44 -14.79 4.50 0.063
H 0.12 -14.18 6.20 0.078
C -2.76 -7.86 -4.25 -0.039
C -1.37 -8.52 -4.27 -0.469
C -0.40 -7.83 -3.29 -0.034
O -1.58 -9.83 -3.90 -0.078
H -3.21 -7.67 -3.27 0.074
H -3.52 -8.39 -4.82 0.078
H -2.73 -6.93 -4.82 0.083
H -0.87 -8.54 -5.24 0.139
H -0.73 -7.77 -2.26 0.069
H -0.16 -6.83 -3.66 0.089
H 0.50 -8.43 -3.27 0.064
H -2.16 -10.21 -4.57 0.084
C 2.83 -15.66 1.83 -0.034
C 4.19 -16.15 1.12 -0.521
C 5.43 -16.05 1.95 -0.062
O 4.02 -17.38 0.56 -0.022
H 1.87 -15.53 1.32 0.048
H 3.14 -14.74 2.32 0.056
H 2.47 -16.41 2.53 0.082
H 4.46 -15.50 0.29 0.121
H 5.67 -15.03 2.25 0.079
H 6.32 -16.38 1.42 0.086
H 5.35 -16.59 2.89 0.083
H 3.13 -17.64 0.80 0.083
C 1.55 -13.06 -4.41 -0.049
C 0.55 -12.47 -5.40 -0.473
C 1.10 -11.22 -6.02 -0.062
O 0.48 -13.32 -6.55 -0.050
H 1.93 -12.35 -3.68 0.049
H 2.44 -13.44 -4.91 0.095
H 1.12 -13.84 -3.78 0.060
H -0.34 -12.39 -4.78 0.121
H 0.38 -10.90 -6.77 0.082
H 2.01 -11.37 -6.60 0.089
H 1.15 -10.45 -5.25 0.070
H 0.21 -14.20 -6.28 0.087
C -4.85 -11.74 -4.18 -0.063
C -4.58 -12.67 -3.06 -0.440
C -3.07 -13.07 -2.97 -0.026
O -4.98 -11.95 -1.86 -0.087
H -5.09 -12.34 -5.06 0.089
H -4.01 -11.06 -4.30 0.051
H -5.69 -11.09 -3.93 0.089
H -5.24 -13.53 -3.13 0.137
H -2.76 -13.25 -3.99 0.073
H -2.78 -13.92 -2.36 0.066
H -2.47 -12.22 -2.63 0.058
H -4.45 -11.20 -1.60 0.030
```

The value obtained for the relative energy (zero: lowest compared OMol25 entry of this formula, charge and spin) is 1.288 eV. The calculation puts the gap between HOMO and LUMO at 8.228 eV. The lowest unoccupied orbital energy is 0.0144 Ha.